(1)
67
Properties=species:S:1:pos:R:3:forces:R:3:nbo_charge:R:1 method="wB97M-V/def2-TZVPD" homo_ev=-11.831 total_charge=+1 e_lumo_ev=-4.90 orbital_gap_ev=6.935 max_force_ha_per_bohr=0.04914 energy_ha=-4624.2053
Ti 0.36007 0.11777 -0.21259 -1.0455 -0.1126 2.2976 1.67
C 2.07705 -3.69056 0.75336 0.1295 -0.0151 -0.0365 -0.69
C 1.84784 -2.24364 0.51923 0.0591 -0.0423 0.1002 0.30
N 0.79056 -1.60818 0.89768 0.3298 -0.6377 0.3844 -0.34
N -0.17731 -2.29412 1.56301 -0.0252 0.0064 -0.0942 -0.42
C -1.09355 -1.49116 2.05675 0.0058 -0.1333 0.0684 0.30
N -2.08656 -2.05775 2.75313 -0.0156 0.1574 0.0517 -0.76
S -1.07405 0.23421 1.88789 0.1550 -0.2719 -0.3204 -0.09
C 2.83677 -1.39024 -0.16645 -0.1210 0.0675 0.0515 0.19
C 4.12572 -1.78645 -0.45403 0.1890 -0.0502 0.0404 -0.21
C 5.02930 -0.84024 -0.91173 0.0584 0.0318 -0.0579 -0.10
C 4.62362 0.47673 -1.07380 0.1293 -0.0801 -0.0072 -0.22
C 3.30378 0.79038 -0.83784 -0.2063 -0.0829 -0.0880 0.09
N 2.42438 -0.12908 -0.42172 0.4655 -0.2620 -0.4372 -0.54
H 1.36371 -4.06919 1.47500 -0.0235 -0.0286 0.0207 0.27
H 1.94428 -4.22235 -0.19356 0.0092 0.0013 0.0040 0.27
H 3.09162 -3.88017 1.10434 -0.0181 0.0006 -0.0011 0.24
H -2.02730 -3.03670 2.98065 0.0157 -0.0111 0.0089 0.42
H -2.75862 -1.48106 3.22673 -0.0545 -0.0313 -0.0069 0.42
H 4.42048 -2.81557 -0.31002 0.0186 0.0330 0.0306 0.25
H 6.04938 -1.12761 -1.13188 -0.0248 0.0043 0.0094 0.25
H 5.30897 1.24385 -1.40310 -0.0048 -0.0023 -0.0023 0.25
H 2.91969 1.78906 -0.99282 -0.0409 0.0395 -0.0165 0.24
O -4.09427 3.99719 -0.52804 0.0051 0.0471 -0.0519 -0.65
C -4.61870 2.79016 -0.72459 -0.0431 -0.0887 0.0928 0.78
O -5.80055 2.60372 -0.77513 0.0138 0.0358 -0.0523 -0.54
C -3.67853 1.63323 -0.83067 0.0413 0.1230 0.0270 -0.22
C -4.11809 0.33240 -0.94295 -0.0667 -0.1290 -0.0114 0.06
N -3.03434 -0.46026 -0.92984 -0.0001 -0.2183 -0.0168 -0.28
N -1.91155 0.23262 -0.84664 0.1860 0.5240 -0.2174 -0.25
C -2.28195 1.50593 -0.79016 0.0920 -0.0646 -0.0838 0.02
C -1.16962 2.45359 -0.63657 -0.2113 0.0461 -0.1757 0.81
O -1.28445 3.64091 -0.48592 0.1317 0.1336 0.0490 -0.56
O 0.01936 1.82204 -0.64201 -0.3746 1.2891 -0.4370 -0.75
H -3.12089 3.98464 -0.50823 0.0502 0.0113 -0.0223 0.50
H -5.12207 -0.04838 -1.04118 0.0557 -0.0038 0.0012 0.27
H -2.99792 -1.44535 -1.15506 -0.0312 -0.0150 0.0007 0.45
N 0.57196 5.48541 2.04808 0.0384 -0.0393 0.0966 -0.81
C 1.41054 4.90999 2.94410 -0.0145 0.0503 -0.0141 0.65
O 1.83351 5.47881 3.92761 -0.0263 0.0106 -0.0680 -0.58
C 1.81952 3.47982 2.68650 -0.0258 0.0359 0.0539 -0.18
C 2.87261 2.95627 3.42007 0.0639 0.0017 0.0524 -0.08
C 3.22132 1.63179 3.22503 0.0150 0.0001 0.0517 -0.24
C 2.52029 0.88684 2.29645 -0.1043 -0.0952 0.0474 0.06
N 1.51446 1.38318 1.57109 0.1937 0.0053 -0.2372 -0.48
C 1.16972 2.65598 1.78992 -0.0387 -0.0253 -0.0752 0.13
H 0.28656 6.43346 2.22876 0.0087 0.0113 -0.0018 0.42
H 0.26924 5.05222 1.19400 0.0116 0.0000 -0.0026 0.40
H 3.38216 3.59213 4.13254 -0.0196 -0.0127 0.0010 0.26
H 4.02217 1.17146 3.78630 -0.0046 0.0034 -0.0036 0.24
H 2.75810 -0.15797 2.14587 0.0345 0.0053 -0.0295 0.20
H 0.32905 3.03241 1.23184 -0.0114 -0.0293 -0.0683 0.20
F 2.90512 -0.59985 -3.57468 -0.1111 0.1503 -0.0449 -0.30
C 1.59528 -0.37692 -3.67547 0.0610 -0.1632 0.1576 0.76
F 1.30781 0.76735 -3.04878 0.0271 0.0244 -0.0108 -0.29
F 1.25667 -0.29479 -4.93926 0.0579 0.0216 0.0031 -0.27
S 0.71904 -1.83624 -2.85299 0.0207 -0.1799 -0.1804 2.24
O 0.16158 -1.24803 -1.57373 0.0767 -0.0709 -1.2217 -0.98
O 1.74672 -2.78710 -2.58813 -0.0874 -0.0982 -0.0759 -0.88
N -0.36856 -2.33346 -3.81949 -0.2414 0.3345 0.5213 -1.14
S -1.67874 -1.38078 -4.01142 0.1960 0.2034 -0.0529 2.20
O -2.82970 -1.95198 -3.38140 0.0788 -0.0822 0.0402 -0.92
O -1.35412 -0.00001 -3.76092 -0.0298 -0.1699 0.0215 -0.94
C -1.95498 -1.50281 -5.84744 0.0961 -0.1883 0.1076 0.76
F -2.53790 -0.37808 -6.22221 -0.0758 0.0497 -0.0720 -0.29
F -0.79929 -1.64346 -6.47930 -0.0393 0.0482 -0.0334 -0.29
F -2.74226 -2.52861 -6.11085 0.0168 -0.0727 -0.0635 -0.29

=====

(2)
110
Properties=species:S:1:pos:R:3:forces:R:3:mulliken_charge:R:1 method="wB97M-V/def2-TZVPD" homo_ev=-3.583 total_charge=-1 e_lumo_ev=2.05 orbital_gap_ev=5.634 max_force_ha_per_bohr=0.30977 energy_ha=-2872.7878
N 4.32200 4.39300 2.88300 1.5499 1.3792 -6.1365 0.83
H 4.95000 5.08900 3.10500 3.0793 2.1216 -0.0974 0.40
H 3.85500 4.54200 3.60800 -5.8380 -0.0350 8.4985 0.29
H 4.87600 3.53300 2.63900 -0.1468 0.2121 0.1648 -0.71
H 3.73000 4.76200 2.13300 0.8505 0.0122 0.0570 0.08
S 6.63100 3.26400 5.26500 2.2196 5.7126 10.4594 1.22
O 6.86300 4.65800 4.71600 -1.0752 0.4679 2.2488 -0.70
O 5.25400 2.97400 4.98900 -2.8865 4.4406 3.5145 -0.16
O 7.58900 2.38100 4.58400 0.7260 -4.6159 5.1775 -0.61
O 6.92900 3.27300 6.69200 -0.4291 -0.5060 0.2177 -0.92
O 1.16500 8.56000 8.99100 -1.0721 -0.9998 -1.7883 -0.58
C 0.31300 7.88900 8.40300 1.7561 -1.5862 2.9272 0.69
O 0.55800 6.70200 7.76800 -1.0745 1.8231 1.0781 -0.25
C 1.90600 6.20800 7.64300 -1.2358 2.7132 -5.6491 -0.24
C 1.66900 5.22100 6.45400 -0.2156 -1.3419 0.9095 -0.81
C -1.16800 8.19000 8.59500 0.3661 -6.6012 2.7349 -1.05
H 2.23800 5.82600 8.50600 1.2916 -1.3497 3.2406 0.46
H 2.51600 7.16200 7.27700 -0.7067 -2.3834 0.8742 0.03
H 1.29200 5.83800 5.67400 0.1493 0.3391 -1.0089 0.32
H 0.87500 4.39200 6.53500 0.8080 1.4460 0.8930 0.33
H 2.53200 4.63100 6.17000 0.5767 0.4512 -0.2204 0.21
H -1.19100 8.70900 9.52200 -0.5963 0.8267 0.2527 0.32
H -1.87400 7.03100 8.69900 2.3042 3.9480 -0.6253 0.22
H -1.23700 8.64300 7.71900 -2.2603 2.6743 -3.6888 0.35
O 4.94200 -0.70800 2.53000 -12.1332 -0.8166 10.2885 -0.50
C 4.70200 0.10300 3.40100 3.0533 2.6615 0.1344 -0.06
O 3.96100 -0.08200 4.40100 -1.7427 -0.8531 1.3814 -0.19
C 3.09800 -1.17700 4.34500 0.3153 -3.5674 4.9139 0.05
C 2.28100 -0.93300 5.65100 -3.2951 -2.6634 0.7264 -1.26
C 5.34800 1.46100 3.50000 -0.1007 -4.5737 0.3502 -1.33
H 3.77500 -2.09100 4.60700 -1.3574 1.1644 -1.1361 0.32
H 2.36700 -1.38600 3.55400 1.1334 0.5004 -0.1984 -0.01
H 1.64700 -0.03100 5.46000 1.6996 -4.5234 3.4189 0.34
H 2.78000 -0.67300 6.58500 0.6561 -0.5906 -0.2537 0.40
H 1.46700 -1.79000 5.83800 2.0369 1.3155 -0.2554 0.29
H 6.43600 1.43700 3.09000 -3.5200 0.9571 3.9544 0.00
H 5.32600 1.88200 4.45200 -0.9660 -2.8186 0.6363 0.85
H 4.68800 2.09200 2.86900 -0.3114 -0.4768 2.8362 1.01
O 6.27600 -3.20700 0.04600 0.1107 1.4138 -0.3398 -0.58
C 6.92000 -2.24500 -0.34400 -1.7895 2.5375 3.1705 0.68
O 6.82200 -0.88900 0.18000 1.2009 -3.0087 -4.6631 -0.13
C 5.78500 -0.50100 1.15000 2.9495 -5.9207 -2.2949 0.03
C 5.98200 0.83800 1.49600 -2.6477 0.9048 -6.6630 1.63
C 8.01100 -2.41900 -1.28900 3.9939 -0.4047 2.0341 -1.17
H 6.03600 -1.09700 2.13400 4.9154 -1.8059 -4.4919 0.01
H 4.67500 -0.81300 0.83500 3.0299 0.3233 -1.4325 -0.46
H 6.78500 1.10500 2.09400 2.3376 -0.7931 -1.7440 0.99
H 5.07900 1.30600 2.10200 2.5784 -3.0840 -4.9953 0.07
H 5.91400 1.35700 0.54300 0.5154 -0.6311 0.4006 -2.15
H 8.05300 -1.78600 -2.12000 -0.4552 0.8576 -1.3692 0.33
H 8.02200 -3.49800 -1.51900 0.3619 0.6519 -0.1970 0.33
H 9.06300 -2.07700 -0.70600 -2.7331 -1.1892 -1.3386 0.20
O 5.49000 2.88600 1.69900 2.4753 4.7855 -4.9234 -0.29
C 6.69600 3.13900 1.63800 3.3554 1.2408 1.2756 0.88
O 7.53500 2.95700 0.57000 -1.6556 -0.9552 -0.9933 -0.48
C 6.96100 2.67200 -0.75000 0.1966 1.2625 0.3381 0.74
C 8.08600 2.94100 -1.81200 1.3283 -2.1347 5.3137 -1.79
C 7.53300 3.50400 2.85100 0.2394 -1.7229 -6.1304 -2.27
H 6.15200 3.42400 -0.78800 0.3982 0.1979 -0.7644 -0.14
H 6.33500 1.73900 -0.87200 1.7740 0.5031 0.0427 0.15
H 9.07200 2.40300 -1.69500 -1.5906 -1.9835 -0.1477 0.30
H 8.74200 3.70100 -1.53500 -0.6356 3.5937 -0.4787 0.25
H 7.57000 2.70500 -2.62500 -1.0017 0.1188 -4.5249 0.65
H 7.01100 3.23400 3.90700 2.7577 0.8353 -10.1218 0.64
H 7.75100 4.49900 2.84800 0.0402 3.0572 -0.1467 0.71
H 8.63000 3.08200 2.74600 -2.2462 0.1542 -0.0461 0.13
O 1.84800 2.66500 2.72300 0.1602 -5.7213 2.9920 -0.62
C 1.91900 1.49700 3.15200 -0.5878 6.5506 4.0927 0.73
O 1.86100 0.39800 2.56100 0.8123 -3.5021 -1.9113 -0.26
C 2.09100 0.29000 1.14300 -3.4872 4.8108 -0.4257 0.76
C 2.04800 -1.01700 0.58800 -5.1532 -2.1687 0.6963 -2.00
C 1.88300 1.35100 4.66900 -0.1317 6.7790 -3.2134 -1.22
H 2.95200 0.90500 0.84100 -0.2221 -0.1345 0.4091 -0.16
H 1.02400 0.79300 0.81600 3.0532 -0.4727 -0.1479 0.42
H 2.43700 -1.86900 1.06300 0.6816 -0.8883 0.5248 0.42
H 2.10100 -1.02900 -0.40500 2.7225 0.3945 -4.3127 0.59
H 0.89600 -1.19100 0.19200 1.5037 -0.4885 2.5720 0.23
H 1.35500 0.51400 4.71900 -2.5292 -0.5570 -0.9230 0.69
H 1.45400 2.22000 5.17200 -1.3157 0.1075 -0.7636 0.18
H 2.81500 1.54800 5.11000 1.5817 -1.3383 0.4134 0.27
C 7.49800 7.93700 1.72100 -0.4048 1.2537 1.1295 -0.89
C 6.81100 7.08800 0.68600 -7.0551 -2.3432 2.5406 0.80
O 5.54600 6.62000 1.04400 7.3846 2.6791 -2.2589 -0.41
C 7.38700 6.76500 -0.63600 -2.1142 1.2526 -1.6629 -1.11
H 6.92500 7.75500 2.65700 0.5771 0.0898 -0.5235 -0.04
H 7.35100 9.03500 1.48900 -0.1319 -1.0560 -0.1234 0.34
H 8.58500 7.90900 1.97000 -0.7021 -0.7605 -0.7409 0.40
H 7.61400 7.70100 -1.18900 0.6211 -0.1129 0.7809 0.51
H 6.56300 6.42100 -1.38000 1.6140 -0.6702 1.6922 0.16
H 8.29200 6.21800 -0.41700 0.1704 -0.6168 -0.7027 0.20
C 5.13000 8.05000 5.40100 -0.9254 -0.5129 2.4121 -1.17
C 4.18000 7.99700 4.22000 -1.1987 -1.3805 -0.3130 1.12
O 3.43200 7.04300 3.94900 1.5840 1.6300 0.9296 -0.56
C 4.23800 9.20500 3.35700 -1.9335 -2.2201 2.2718 -1.59
H 4.68700 8.64200 6.28300 0.3308 -0.1634 -1.5786 0.38
H 6.15000 8.43100 5.25300 -0.4542 -0.1102 -0.3868 0.35
H 5.16600 7.07600 5.90900 0.4036 -0.1201 -0.6772 0.26
H 3.53500 9.26500 2.63200 -2.1204 0.0804 -2.1943 0.43
H 5.15800 9.18800 3.02500 4.8479 -0.4120 -2.6849 0.21
H 4.33400 10.03100 3.92900 -0.5428 2.9721 2.1836 0.58
C 3.14800 4.74400 -1.22600 1.3995 1.4726 2.1517 -0.76
C 2.14100 4.87700 -0.04600 -0.1414 0.5862 0.3574 0.54
O 1.40500 5.83300 0.11000 0.4713 -0.2734 -0.5525 -0.62
C 2.09500 3.71200 0.98400 -2.9790 2.4086 -1.5053 0.54
H 3.14500 3.68900 -1.44700 -0.2135 -0.2102 -1.2458 0.36
H 4.15200 4.75400 -0.60000 -1.4755 0.5503 -1.3687 -0.08
H 3.13000 5.59900 -2.04100 -0.0971 -2.1758 1.6727 0.34
H 1.00800 3.67700 1.62200 3.0428 1.6243 -2.6975 0.15
H 2.90200 3.57800 1.73900 -1.0021 0.3823 -2.4319 -0.70
H 1.93300 2.86600 0.34300 0.5442 -0.8827 -0.0753 0.35